[1]
{
  "formula": "C4H6O2",
  "method": "ωB97M-V/def2-TZVPD",
  "species": ["O", "C", "C", "C", "C", "O", "H", "H", "H", "H", "H", "H"],
  "xyz": [[1.12499, -1.61597, 1.62858], [0.81531, -0.68349, 0.81989], [-0.42049, -0.56949, 0.02278], [-1.21087, 0.80051, 0.25621], [-0.62707, 0.47808, -1.01089], [0.32016, 1.34284, -1.43926], [1.52436, 0.28621, 0.45774], [-1.03934, -1.47514, 0.00063], [-2.28567, 0.66855, 0.44912], [-0.59983, 1.49355, 0.91175], [-1.38404, 0.25088, -1.81171], [0.88207, 0.80732, -2.05003]],
  "gap_ev": 10.391,
  "relative_energy_kcal_mol": 59.7,
  "lumo_ev": 0.611,
  "total_charge": 0,
  "fmax_ev_per_a": 5.29
}

[2]
{
  "formula": "C4H7NO",
  "method": "ωB97M-V/def2-TZVPD",
  "species": ["N", "C", "C", "C", "O", "C", "H", "H", "H", "H", "H", "H", "H"],
  "xyz": [[1.85537, -0.01439, -0.57250], [0.85329, 0.11977, 0.51101], [-0.28630, 1.16174, 0.43516], [-1.33817, 0.70123, -0.27409], [-1.15709, -0.72903, -0.59585], [-0.18296, -1.11060, 0.58038], [2.43509, 0.86292, -0.76333], [1.25981, -0.36161, -1.49474], [1.37954, 0.08673, 1.51372], [-0.16349, 2.29449, 0.58340], [-2.32787, 1.10866, -0.61406], [0.16637, -2.23885, 0.37332], [-0.75552, -1.05213, 1.66121]],
  "gap_ev": 10.087,
  "relative_energy_kcal_mol": 81.2,
  "lumo_ev": 1.034,
  "total_charge": 0,
  "fmax_ev_per_a": 4.00
}

[3]
{
  "formula": "C3H9NO2",
  "method": "ωB97M-V/def2-TZVPD",
  "species": ["C", "C", "O", "O", "H", "H", "H", "H", "C", "N", "H", "H", "H", "H", "H"],
  "xyz": [[1.34283, -2.24731, -0.14226], [0.39991, -1.51130, -1.03906], [0.30182, -1.91566, -2.16934], [-0.08792, -0.38428, -0.58908], [0.83874, -3.22816, 0.37615], [1.81994, -1.73316, 0.74440], [2.05141, -2.68613, -0.99910], [-0.62350, 0.09022, -1.11357], [-0.34330, 2.05306, 0.67717], [-1.78832, 1.73750, 0.58415], [0.19385, 1.38694, 1.37459], [-0.08308, 3.07504, 0.73515], [0.29394, 1.63035, -0.21957], [-2.15797, 1.08650, 1.22141], [-2.15835, 2.64641, 0.55896]],
  "gap_ev": 10.006,
  "relative_energy_kcal_mol": 55.3,
  "lumo_ev": 0.795,
  "total_charge": 0,
  "fmax_ev_per_a": 5.66
}

[4]
{
  "formula": "C27H39LiN6S",
  "method": "ωB97M-V/def2-TZVPD",
  "species": ["Li", "C", "N", "C", "C", "C", "C", "C", "C", "N", "C", "C", "C", "C", "C", "C", "N", "C", "C", "C", "C", "C", "N", "H", "H", "H", "H", "H", "H", "H", "H", "H", "H", "H", "H", "H", "H", "H", "H", "H", "H", "C", "N", "C", "C", "S", "N", "C", "C", "H", "H", "H", "H", "H", "H", "H", "H", "H", "H", "H", "H", "C", "C", "C", "C", "H", "H", "H", "H", "H", "H", "H", "H", "H"],
  "xyz": [[-0.05635, -0.54898, -0.09098], [0.65391, 2.10902, -0.09323], [-0.06713, 1.22738, 0.85655], [0.69037, 1.06210, 2.09435], [1.79714, 0.05002, 1.93619], [3.05284, 0.23749, 2.49433], [4.00658, -0.75637, 2.33526], [3.66474, -1.90170, 1.63507], [2.38158, -2.00499, 1.12429], [1.46852, -1.05019, 1.26356], [-1.45452, 1.59048, 1.10378], [-2.40473, 1.07636, 0.05002], [-3.54424, 1.78649, -0.30575], [-4.44248, 1.21998, -1.19492], [-4.16057, -0.03688, -1.71168], [-2.99307, -0.66338, -1.31615], [-2.13457, -0.13145, -0.44723], [1.05540, 1.51254, -1.47682], [2.34403, 2.20265, -1.88648], [3.31739, 1.52492, -2.52255], [3.22621, 0.11046, -2.69287], [2.22172, -0.52254, -1.99628], [1.23043, 0.05475, -1.32676], [0.09657, 3.04342, -0.23549], [1.60119, 2.37585, 0.37944], [1.10196, 2.01459, 2.45485], [0.01934, 0.68851, 2.87429], [3.28444, 1.14878, 3.03051], [5.00131, -0.63372, 2.74339], [4.38039, -2.69732, 1.48032], [2.06267, -2.89000, 0.58480], [-1.76477, 1.10904, 2.03665], [-1.59118, 2.67407, 1.23556], [-3.72449, 2.76876, 0.11205], [-5.33586, 1.75378, -1.49063], [-4.82576, -0.51463, -2.41755], [-2.72918, -1.64272, -1.70023], [2.44812, 3.26099, -1.67086], [4.20927, 2.04193, -2.86238], [3.99398, -0.45215, -3.20425], [2.23893, -1.61134, -1.91702], [-1.78875, -4.04124, 5.10066], [-1.17922, -2.90240, 4.41696], [0.27152, -3.03022, 4.35688], [-1.81346, -2.56431, 3.21174], [-1.11711, -2.87560, 1.73555], [-3.01538, -1.96355, 3.37782], [-3.53692, -1.59300, 4.68001], [-3.89185, -1.63729, 2.26928], [-1.50845, -4.98296, 4.61196], [-2.87406, -3.96122, 5.09033], [-1.44575, -4.06774, 6.13508], [0.64881, -3.04833, 5.38063], [0.70273, -2.18081, 3.83300], [0.58992, -3.94307, 3.84234], [-2.74303, -1.61115, 5.41974], [-4.33794, -2.27007, 4.99252], [-3.95367, -0.58554, 4.62384], [-3.42693, -1.93634, 1.33790], [-4.07830, -0.56004, 2.24686], [-4.84934, -2.15362, 2.38062], [-1.79158, 2.95671, -3.84965], [-0.75321, 3.07434, -2.73228], [0.17350, 4.25592, -3.01137], [-0.01684, 1.73433, -2.59331], [-2.40156, 3.86181, -3.91894], [-2.45726, 2.11230, -3.67163], [-1.29873, 2.80295, -4.81271], [-1.29946, 3.27746, -1.80354], [0.81676, 4.04353, -3.86728], [0.81519, 4.46454, -2.15626], [-0.40382, 5.15941, -3.22635], [0.51508, 1.53773, -3.52986], [-0.75969, 0.94005, -2.48371]],
  "gap_ev": 5.346,
  "lumo_ev": 0.317,
  "total_charge": 0,
  "fmax_ev_per_a": 0.50
}